Entry 1:
Formula: C4H11N3O2
Source: the OMol25 dataset
Level of theory: ωB97M-V/def2-TZVPD

SMILES: CN=C(N)N.CC(=O)O
HOMO-LUMO gap in eV: 9.79
Calculated total energy in eV: -12890.4544
Strongest force on any atom in Eh/bohr: 0.093

Structure (XYZ):
```
20
C4H11N3O2 (ωB97M-V/def2-TZVPD)
H 3.3530 2.5689 0.9774
C -1.4821 -1.0352 0.3286
O 1.2391 1.2285 1.1356
O 1.7314 0.5000 -0.9396
H -0.2023 -1.8743 1.5650
H 0.6417 0.5931 -0.8904
C 3.3841 1.7997 0.1623
H -2.2780 0.5238 -2.6803
N -2.6503 -1.8513 0.5462
C 1.9850 1.2505 0.2147
H -0.1475 -0.2589 1.7387
H -2.8124 -2.2786 1.3715
H 3.5410 2.2961 -0.7986
H -3.0697 -0.8159 -1.6374
N -1.2581 -0.4074 -0.7613
C -2.1450 -0.3439 -1.9610
H -3.5289 -1.8064 0.0382
H 4.0389 0.9406 0.3104
N -0.7092 -0.9859 1.4449
H -1.4284 -1.0306 -2.6381
```

---

Entry 2:
Formula: C4H11N3O2
Source: the OMol25 dataset
Level of theory: ωB97M-V/def2-TZVPD

SMILES: [H]/N=C(\N)NC.CC(=O)O
HOMO-LUMO gap in eV: 9.01
Calculated total energy in eV: -12889.2006
Strongest force on any atom in Eh/bohr: 0.142

Structure (XYZ):
```
20
C4H11N3O2 (ωB97M-V/def2-TZVPD)
N -0.4720 0.8028 -1.5361
C -0.5454 1.2527 2.8567
H 0.7518 -2.9791 -0.8945
H 1.7955 -1.5019 -2.2224
H -0.5511 1.7824 -1.6137
H -0.4149 -2.0441 -0.1439
H 0.4118 0.6126 3.0722
H -0.3631 2.2322 2.3881
H -0.8183 1.3777 3.8905
H -0.8043 -2.6613 -1.7422
O -1.6272 0.1192 0.9988
H 2.8920 0.4010 -1.8731
C -1.6751 0.5196 2.2606
C 0.7642 0.0817 -1.5118
O -2.7709 0.3043 2.8331
H -1.2976 0.6120 -0.0170
C 0.0370 -2.2786 -1.1421
N 0.7475 -1.2301 -1.8626
N 1.9754 0.7972 -1.7758
H 1.9647 1.7997 -1.9647
```